Record 1
Formula: C34H55N4NiOP2S
Source: the Open Molecules 2025 dataset
Level of theory: the ωB97M-V functional and the def2-TZVPD basis

## Properties
Net charge: +1
Expectation value of S²: 2.02
LUMO energy (alpha / beta) (hartree): -0.08468 / -0.09581
Energy (eV): -114608.6256
HOMO energy (alpha / beta) (eV): -9.0 / -9.6
Multiplicity: 3

```
98
Properties=species:S:1:pos:R:3:forces:R:3:lowdin_charge:R:1
C -1.941566 -1.923117 -1.245222 0.306 -0.415 -0.037 -0.319
C 0.207337 -1.665191 -2.158657 -0.181 -0.003 0.605 -0.316
C -2.250734 -2.947547 -2.136902 -0.008 0.476 -0.022 -0.020
C -0.062703 -2.658107 -3.107124 -0.081 0.162 -0.093 -0.022
C -1.297638 -3.306507 -3.088467 0.241 -0.034 0.223 -0.033
H -3.244485 -3.387574 -2.078319 0.262 -0.006 -0.248 0.120
H 0.718326 -2.910898 -3.822756 -0.310 0.030 0.020 0.121
H -1.521659 -4.094926 -3.803845 0.111 0.152 0.102 0.116
N -0.708018 -1.396942 -1.186090 -0.050 0.285 -0.759 0.055
P -2.429197 0.321996 0.274252 -1.688 0.015 -0.336 1.124
P 2.132670 -0.705363 -0.384843 0.139 -0.103 -0.545 1.133
C -2.983929 -1.346455 -0.315155 0.212 -0.241 0.011 -0.238
H -3.956051 -1.299590 -0.827112 0.316 -0.037 0.124 0.089
H -3.117337 -2.014873 0.549311 0.054 0.215 -0.235 0.087
C 0.297653 1.103711 1.793142 -1.209 2.387 -2.320 -0.737
O 0.113259 2.261090 2.102118 0.446 -1.232 1.216 -0.059
C 1.428687 -0.825944 -2.100240 -0.344 1.223 -0.501 -0.275
H 2.146115 -1.017889 -2.901875 -0.092 -0.300 0.301 0.075
C 3.608165 0.517025 -0.602416 -0.174 -0.296 -0.004 -0.640
C 2.786445 -2.473583 -0.027357 0.161 0.552 -0.231 -0.649
C -3.234426 1.491080 -0.986189 -0.195 -0.031 0.256 -0.648
C -3.335271 0.383413 1.922907 -0.046 0.162 -0.360 -0.666
C 3.174666 1.890927 -0.074628 -0.034 0.252 -0.070 -0.099
H 2.887927 1.854524 0.983941 0.085 -0.007 -0.173 0.063
H 4.028109 2.581075 -0.173808 -0.203 -0.177 0.079 0.095
H 2.338172 2.310890 -0.641884 0.145 -0.102 0.178 0.062
C 4.829534 0.077905 0.215221 0.202 0.074 -0.022 -0.097
H 4.599322 -0.007715 1.284778 0.053 -0.016 -0.235 0.078
H 5.266347 -0.860220 -0.150600 -0.141 0.219 0.125 0.073
H 5.605355 0.853808 0.113708 -0.230 -0.178 0.009 0.096
C 4.024743 0.660070 -2.072987 0.164 0.155 -0.055 -0.077
H 4.869297 1.364853 -2.120960 -0.180 -0.154 0.016 0.099
H 4.370892 -0.283582 -2.509300 -0.065 0.180 0.061 0.074
H 3.226356 1.072068 -2.699612 0.236 -0.118 0.159 0.065
C 3.499910 -2.531253 1.341181 0.068 -0.068 0.067 -0.119
H 2.930848 -1.985455 2.105390 0.251 -0.221 -0.160 0.008
H 3.562485 -3.584223 1.656361 0.004 0.245 -0.074 0.088
H 4.521815 -2.141294 1.312351 -0.362 -0.100 0.044 0.057
C 1.596665 -3.445362 0.069047 -0.089 -0.008 -0.080 -0.101
H 0.844186 -3.096799 0.789858 0.088 -0.042 -0.135 0.074
H 1.115294 -3.609737 -0.901687 0.049 0.049 0.295 0.065
H 1.973929 -4.418127 0.424340 -0.102 0.261 -0.144 0.092
C 3.732350 -2.902740 -1.174972 0.199 -0.494 -0.030 -0.072
H 3.853309 -2.161058 -1.975611 -0.060 -0.221 0.339 0.048
H 4.732597 -3.137531 -0.781687 -0.237 0.065 -0.171 0.086
H 3.349244 -3.818836 -1.648640 0.158 0.213 0.067 0.086
C -3.219400 1.804739 2.490156 -0.024 0.078 0.369 -0.084
H -3.519699 1.784269 3.549155 0.000 0.041 -0.176 0.089
H -2.194880 2.198950 2.440458 -0.303 -0.094 -0.064 0.061
H -3.891751 2.506007 1.976424 0.213 -0.273 0.182 0.073
C -2.612820 -0.619413 2.841132 0.100 0.169 0.081 -0.093
H -2.717621 -1.652509 2.487154 0.049 0.201 0.136 0.079
H -1.542720 -0.391592 2.933497 -0.281 -0.082 -0.063 0.031
H -3.062984 -0.561848 3.842563 0.087 -0.044 -0.168 0.093
C -4.814981 -0.028587 1.856842 -0.124 0.005 0.300 -0.081
H -5.163637 -0.163825 2.890818 -0.003 -0.036 -0.179 0.093
H -5.456539 0.734736 1.408326 0.228 -0.277 0.127 0.063
H -4.970147 -0.978222 1.330551 0.006 0.208 0.126 0.079
C -2.753689 1.156301 -2.410243 0.246 0.027 0.000 -0.073
H -3.365628 1.732477 -3.119959 0.102 -0.175 0.185 0.095
H -1.713580 1.459289 -2.559303 -0.180 -0.172 0.088 0.053
H -2.858842 0.093994 -2.655632 -0.035 0.118 -0.050 0.078
C -2.793091 2.923627 -0.652840 0.048 0.194 -0.051 -0.088
H -1.698339 2.998657 -0.591746 -0.252 -0.051 -0.041 0.068
H -3.137417 3.587242 -1.460119 0.084 -0.109 0.180 0.096
H -3.226777 3.289646 0.284763 0.112 -0.062 -0.288 0.060
C -4.768207 1.389840 -0.989380 -0.074 0.281 -0.095 -0.087
H -5.121634 0.359152 -1.125503 -0.004 0.268 0.094 0.078
H -5.222084 1.823774 -0.091202 0.140 -0.138 -0.269 0.065
H -5.141705 1.973283 -1.844416 0.069 -0.142 0.202 0.093
Ni -0.176138 0.150188 0.153825 0.712 -0.576 -0.187 0.217
N 0.249785 1.373063 -1.291754 0.389 0.487 -1.928 0.033
C 0.794455 0.957846 -2.327341 -0.348 -2.027 2.168 -0.298
C 0.944896 1.509713 -3.690598 -0.112 0.080 0.001 -0.217
C 0.781588 2.893293 -3.836115 0.179 0.137 -0.543 -0.028
C 1.165322 0.695481 -4.809784 0.002 0.402 0.094 -0.035
C 0.902717 3.472597 -5.105303 -0.024 -0.365 -0.013 -0.066
H 0.566623 3.496070 -2.952654 0.105 -0.173 -0.237 0.115
C 1.266811 1.271099 -6.076041 -0.083 0.114 0.156 -0.070
H 1.238485 -0.382275 -4.686634 0.016 0.223 -0.080 0.097
C 1.144245 2.659242 -6.222868 0.001 -0.107 0.122 -0.077
H 0.802367 4.553601 -5.237675 0.016 -0.404 0.104 0.108
H 1.432333 0.618644 -6.937556 -0.053 0.355 0.225 0.108
H 1.227842 3.106647 -7.217083 -0.019 -0.139 0.373 0.107
C -0.648977 1.243011 6.099053 -0.203 0.241 0.201 -0.041
N 0.041212 1.084956 4.825707 0.391 -0.720 -0.375 0.023
C 0.559025 -0.050918 4.366937 0.874 0.602 -0.499 -0.581
S 1.240890 -0.129310 2.711616 0.221 -0.954 2.737 0.963
N 0.662927 -1.187859 5.074149 0.086 0.184 -0.332 -0.019
C 0.927400 -1.297785 6.516373 -0.265 -0.306 0.087 -0.045
H -1.166458 0.318604 6.379646 0.156 0.246 -0.110 0.093
H -1.393099 2.038814 5.989885 0.175 -0.202 0.007 0.100
H 0.059922 1.534087 6.883746 -0.281 -0.062 -0.102 0.094
H 0.090710 1.883841 4.186143 0.020 -0.270 0.109 0.125
H 0.957001 -1.984875 4.510258 -0.108 0.398 0.263 0.130
H 0.045193 -1.700483 7.027709 0.252 0.158 0.029 0.094
H 1.756918 -2.000443 6.650642 -0.165 0.233 0.003 0.100
H 1.205221 -0.332878 6.945277 -0.013 -0.261 -0.157 0.084
```
Forces are in eV/Å.

***

Record 2
Formula: C34H56BN2O5P2S3SeYb
Source: the Open Molecules 2025 dataset
Level of theory: the ωB97M-V functional and the def2-TZVPD basis

## Properties
Net charge: -2
Expectation value of S²: 0.75
LUMO energy (alpha / beta) (hartree): 0.13189 / 0.13189
Energy (eV): -198022.8590
HOMO energy (alpha / beta) (eV): -0.8 / -0.8
Multiplicity: 2
Relative energy (zero: lowest compared OMol25 entry of this formula, charge and spin) (eV): 0.000

```
105
Properties=species:S:1:pos:R:3:forces:R:3:lowdin_charge:R:1
Yb 0.868962 1.130204 -1.044196 -0.184 -2.906 0.114 1.459
C 0.781248 2.506123 4.234902 1.694 -0.402 1.620 -0.122
C 0.681467 1.173534 5.030150 -0.186 -0.270 -0.790 -0.672
C -0.345187 1.220225 6.179066 0.289 1.480 -0.599 -0.101
C 2.117651 0.924873 5.572932 -1.249 -0.608 -0.893 -0.115
P 0.306345 -0.122173 3.655136 2.254 -0.732 -1.259 1.131
C -1.394987 0.278697 3.038605 -0.861 0.089 0.337 -0.310
N -2.099146 -0.320671 1.928844 2.499 -0.101 -1.401 0.024
B -1.599003 -0.411143 0.465237 -0.706 -1.163 0.850 -0.818
N -2.827515 -0.708371 -0.278045 1.552 0.737 -1.097 0.053
C -2.921376 -0.158582 -1.694530 -0.955 -0.998 1.916 -0.291
P -1.654353 -0.692506 -2.852372 1.483 -1.199 -1.952 1.157
C -2.166308 -2.614424 -3.396769 -1.149 2.419 1.033 -0.608
C -2.031483 -3.379031 -2.086723 -0.291 0.152 1.893 -0.140
C -1.121094 -3.073676 -4.404877 -0.880 0.529 -1.255 -0.110
C -3.674324 -2.699365 -3.911512 0.859 0.020 1.525 -0.095
C -2.169611 0.417353 -4.369852 0.410 -0.981 0.788 -0.689
C -1.582713 -0.106967 -5.683905 0.411 0.374 -0.389 -0.128
C -1.448720 1.739326 -4.158566 -0.252 0.825 -0.409 -0.139
C -3.666325 0.640850 -4.486126 0.370 -0.182 0.100 -0.110
C -3.831920 -0.800042 0.599309 -2.859 1.347 0.002 -0.191
C -5.158813 -0.861369 0.228298 -0.486 -0.176 1.412 -0.027
C -6.093794 -0.838850 1.318567 -0.564 -0.782 -1.223 -0.157
C -5.684808 -0.848876 2.611325 1.273 1.496 2.004 -0.150
C -4.306304 -0.531674 3.033993 -2.444 -0.495 0.831 -0.036
C -3.457327 -0.491717 2.006914 2.178 -1.083 -3.274 -0.203
C 0.195414 -1.860742 4.446085 -0.756 -0.672 0.627 -0.671
C -0.735373 -1.933516 5.688889 -0.033 0.505 -1.265 -0.101
C 1.522932 -2.547939 4.861839 0.940 0.610 -0.378 -0.112
C -0.348622 -2.877960 3.422403 -0.383 -0.179 -1.938 -0.125
H 1.007869 3.310713 4.982800 -0.305 -0.385 -0.682 0.090
H -0.040981 2.730635 3.640060 -1.697 0.554 -0.777 0.026
H 1.611047 2.441853 3.522968 0.009 -0.011 0.172 0.073
H -0.032349 0.620796 7.018271 0.091 0.021 0.407 0.051
H -1.299373 0.873351 5.849538 -0.751 -0.382 -0.198 0.048
H -0.534422 2.274565 6.472772 0.353 -0.477 0.235 0.082
H 2.494185 1.867845 5.919561 0.366 0.425 0.508 0.061
H 2.760188 0.554450 4.768488 0.004 0.050 0.122 0.069
H 2.043846 0.187035 6.357811 0.409 -0.184 0.384 0.057
H -1.510126 1.345603 2.849201 0.590 0.337 0.692 0.092
H -1.990454 -0.019199 3.861070 -0.917 0.304 1.334 0.031
H -2.882216 0.918813 -1.610902 0.027 0.344 -0.201 0.084
H -3.837621 -0.454964 -2.154499 -1.051 -0.095 0.113 0.043
H -1.068700 -3.201149 -1.541381 -0.474 0.130 -0.791 0.075
H -2.068666 -4.486429 -2.210872 -0.377 0.544 -0.071 0.079
H -2.809131 -3.006286 -1.324084 0.861 -0.878 -1.158 0.088
H -1.635648 -3.640871 -5.217883 0.447 0.041 0.473 0.080
H -0.407578 -3.684789 -3.894002 0.614 -0.394 0.073 0.060
H -0.595474 -2.244827 -4.915926 -0.154 -0.536 0.495 0.050
H -4.451153 -2.530644 -3.084920 1.207 -0.168 -1.063 0.092
H -3.790874 -3.695115 -4.301584 -0.336 -0.757 -0.064 0.050
H -3.874530 -2.036621 -4.734172 0.043 0.257 -0.279 0.028
H -0.482608 -0.218721 -5.541561 -0.726 -0.045 -0.391 0.080
H -1.774136 0.659259 -6.469479 0.339 -0.069 0.472 0.083
H -2.015920 -0.998014 -6.126453 -0.110 -0.507 0.371 0.059
H -0.416530 1.672541 -4.500738 -0.003 0.089 -0.464 0.048
H -1.318347 2.089355 -3.145956 -0.707 -0.133 -0.057 -0.003
H -2.025824 2.533822 -4.684000 0.573 -0.274 -0.079 0.095
H -3.992791 1.298959 -3.681917 -0.229 0.156 -0.187 0.079
H -4.218624 -0.299496 -4.417250 -0.110 0.422 -0.211 0.043
H -3.775106 1.102341 -5.466554 -0.672 0.224 -0.051 0.074
H -5.453459 -0.974438 -0.818718 0.002 0.165 0.470 0.093
H -7.183935 -0.881979 1.131668 0.719 -0.140 -0.022 0.088
H -6.413222 -0.868470 3.407475 -0.304 -0.054 0.033 0.067
H -3.994451 -0.297399 4.095880 -0.659 -0.472 -1.403 0.109
H -0.459469 -1.206681 6.456665 -0.300 -0.421 -0.076 0.051
H -0.671887 -2.939653 6.025928 0.165 -0.891 0.821 0.051
H -1.768975 -1.863600 5.344590 -0.152 0.647 0.279 0.074
H 2.307836 -1.907462 5.271325 -0.095 0.289 -0.177 0.052
H 1.948432 -3.087047 4.001142 0.030 0.349 0.276 0.079
H 1.364891 -3.285095 5.647336 -0.380 -0.171 -0.024 0.066
H -1.335675 -2.672982 2.964005 0.170 0.266 0.679 0.076
H -0.412837 -3.891326 3.870053 0.148 0.485 -0.054 0.084
H 0.282447 -2.959560 2.485270 -0.248 0.167 1.177 0.106
S 1.990318 -1.883433 -1.673604 0.216 0.599 0.524 0.397
C 3.449456 -1.618278 -2.593471 0.301 0.229 -0.555 -0.796
C 4.613349 -2.424886 -2.448171 -1.488 -0.456 -0.268 -0.178
C 5.679191 -2.266116 -3.304012 1.188 0.569 -0.358 -0.176
C 5.710460 -1.318902 -4.359746 -0.925 -1.220 1.153 -0.154
C 4.574540 -0.544662 -4.520130 -0.314 1.051 0.380 -0.187
C 3.510592 -0.562206 -3.578320 1.125 -1.078 0.496 -0.788
S 2.394848 0.748719 -3.556800 -1.149 1.306 -0.196 0.395
H 4.547247 -3.310397 -1.769655 0.268 1.071 -0.333 0.089
H 6.587478 -2.809407 -3.075306 0.107 -0.355 -0.230 0.066
H 6.559910 -1.283633 -5.017816 0.174 0.165 -0.215 0.064
H 4.536133 0.244145 -5.289561 0.002 -0.438 0.339 0.076
O 3.000013 2.035182 -0.580639 1.306 0.424 -0.294 -0.714
S 4.419640 2.385077 -1.109794 -1.960 0.518 0.640 1.004
C 4.289886 4.232694 -1.503563 0.296 -1.521 1.720 -0.257
C 4.726186 5.012493 -0.238324 -0.194 -0.059 -0.958 -0.225
C 5.745701 4.202709 0.586102 0.169 0.067 -1.056 -0.225
C 5.302068 2.726313 0.465062 -0.086 0.301 0.800 -0.316
H 3.255972 4.343850 -1.729481 -0.921 0.106 -0.080 0.079
H 4.811424 4.381973 -2.408107 1.048 0.333 -0.854 0.064
H 3.824837 5.139543 0.345189 -0.199 0.174 0.270 0.109
H 5.060881 6.004848 -0.581305 0.106 -0.260 0.487 0.109
H 5.746938 4.554976 1.629656 0.109 -0.282 -0.342 0.108
H 6.766367 4.337270 0.156772 -0.601 -0.118 0.367 0.110
H 4.547259 2.482636 1.219635 -0.123 0.130 -0.209 0.090
H 6.109417 2.025159 0.652052 0.182 -0.116 -0.405 0.080
O -0.949535 2.224349 -1.521727 1.218 -0.103 2.174 -0.767
Se -1.008480 3.204533 -0.040422 -3.050 1.025 -2.015 0.976
O -0.953691 4.653330 -0.931636 1.377 -0.911 1.908 -0.685
O 0.173171 2.323331 0.848711 1.499 0.600 -1.313 -0.744
O -0.454137 -0.521921 -0.127635 1.935 1.777 0.384 -0.173
```
Forces are in eV/Å.